37
Properties=species:S:1:pos:R:3 method="wB97M-V/def2-TZVPD" spin_multiplicity=1 homo_ev=-11.2 molar_mass_g_mol=275.32 gap_ha=0.179 energy_ev=-25378.250 total_charge=+1
C 4.698 -3.170 -3.548
C 3.236 -2.771 -3.561
O 2.671 -2.840 -2.257
C 1.330 -2.511 -2.219
C 0.579 -2.708 -1.141
H 5.156 -3.139 -4.537
H 5.273 -2.512 -2.895
H 4.817 -4.182 -3.160
H 3.103 -1.747 -3.930
H 2.648 -3.432 -4.210
H 0.903 -2.078 -3.113
H -0.463 -2.458 -1.115
H 1.013 -3.151 -0.267
F -1.175 2.440 5.544
C -1.251 1.382 4.700
C -1.270 0.090 5.197
C -1.341 -0.985 4.333
C -1.392 -0.779 2.978
C -1.378 0.520 2.426
C -1.444 0.638 1.014
C -1.511 1.757 0.145
C -1.633 1.507 -1.239
C -1.714 2.530 -2.150
C -1.672 3.843 -1.725
C -1.549 4.135 -0.377
F -1.501 5.423 0.043
C -1.471 3.111 0.536
C -1.305 1.589 3.342
H -1.227 -0.051 6.262
H -1.358 -1.987 4.731
H -1.451 -1.625 2.316
H -1.460 -0.310 0.501
H -1.671 0.488 -1.582
H -1.814 2.313 -3.201
H -1.731 4.658 -2.424
H -1.371 3.406 1.554
H -1.275 2.606 3.028